A molecular structure, C24H24F7GaN5O2, computed with ωB97M-V/def2-TZVPD.

Each line ends with the Mulliken charge.
Element x y z (Å)
Ga  0.613  1.308  0.083  -0.285
F  5.655  0.060  -1.505  -0.328
C  4.797  0.303  -0.512  0.152
C  3.492  0.652  -0.811  -0.468
C  2.593  0.883  0.216  0.635
C  3.003  0.755  1.553  -0.293
C  4.342  0.448  1.802  0.699
F  4.819  0.369  3.057  -0.339
C  5.246  0.209  0.790  -0.759
C  1.973  0.939  2.595  0.577
C  2.185  0.766  3.963  -1.281
C  1.139  0.930  4.852  -0.397
C  -0.117  1.281  4.378  -1.045
C  -0.270  1.432  3.019  0.309
N  0.735  1.253  2.156  0.688
H  3.204  0.762  -1.849  0.483
H  6.278  -0.028  1.006  0.530
H  3.156  0.492  4.337  0.578
H  1.305  0.779  5.910  0.457
H  -0.960  1.424  5.039  0.465
H  -1.224  1.687  2.586  0.298
N  -5.638  -1.786  -0.916  -0.394
C  -4.309  -1.565  -0.873  0.452
O  -3.488  -2.408  -1.194  -0.606
C  -3.864  -0.211  -0.401  0.051
C  -4.643  0.940  -0.417  -0.593
C  -4.091  2.108  0.080  -1.351
C  -2.772  2.109  0.497  -0.042
N  -1.980  1.030  0.436  -0.014
C  -2.550  -0.103  0.034  -0.136
H  -5.960  -2.690  -1.219  0.255
H  -6.316  -1.127  -0.583  0.159
H  -5.649  0.946  -0.817  0.417
H  -4.670  3.019  0.128  0.434
H  -2.342  3.017  0.896  0.558
H  -1.955  -1.005  0.055  0.659
F  -0.452  3.964  0.331  -0.291
C  -0.014  3.132  -0.666  0.480
F  -0.981  3.119  -1.618  -0.295
C  1.233  3.788  -1.261  0.614
F  2.150  3.910  -0.282  -0.217
F  1.068  4.975  -1.817  -0.265
F  1.736  2.952  -2.200  -0.212
C  -0.698  -2.845  -3.109  -1.297
N  -0.003  -1.677  -2.560  0.289
C  0.033  -0.497  -3.421  -1.047
C  0.203  -1.500  -1.246  -0.112
O  0.249  -0.319  -0.785  0.141
N  0.386  -2.536  -0.415  0.375
C  0.514  -2.300  1.018  -1.042
C  0.835  -3.850  -0.870  -1.262
H  -1.212  -2.534  -4.015  0.461
H  -1.453  -3.196  -2.411  0.427
H  -0.014  -3.652  -3.366  0.339
H  0.332  -0.806  -4.420  0.526
H  0.761  0.218  -3.050  0.180
H  -0.941  -0.004  -3.467  0.354
H  0.016  -1.379  1.307  0.176
H  1.565  -2.232  1.311  0.420
H  0.053  -3.130  1.551  0.529
H  1.546  -3.752  -1.689  0.390
H  0.006  -4.486  -1.176  0.332
H  1.343  -4.339  -0.043  0.479

Forces on atoms 1 to 3 (eV/Å):
Ga 0.7 0.2 0.6
F 0.0 0.0 0.0
C -0.2 0.1 0.1

## Properties
energy relative to the best compared isomer or geometry (same formula, charge and spin): 0.0 kcal per mole
electronic energy: -3976.964329 a.u.
lowest unoccupied orbital energy: -2.84 eV
HOMO energy: -11.4 eV
total charge: +1

***

8 unconnected molecules or ions with the total composition C24H24F8O24 at a distorted geometry, computed with ωB97M-V/def2-TZVPD.

Each line ends with the Mulliken charge.
Element x y z (Å)
C  2.585  -19.446  -14.033  -0.074
C  1.955  -19.388  -15.399  0.505
O  3.036  -19.154  -16.217  -0.377
C  4.170  -18.960  -15.620  0.562
O  5.219  -18.795  -16.227  -0.590
O  3.911  -18.914  -14.326  -0.331
F  1.182  -18.338  -15.397  -0.278
H  2.608  -20.494  -13.733  0.181
H  1.935  -18.942  -13.317  -0.020
H  1.496  -20.360  -15.583  0.363
C  -4.824  -26.878  -14.178  -0.432
C  -5.230  -26.064  -15.291  0.225
O  -4.258  -25.055  -15.371  -0.270
C  -3.600  -24.948  -14.247  0.663
O  -2.719  -24.124  -14.015  -0.533
O  -4.142  -25.953  -13.389  -0.319
F  -6.385  -25.465  -15.112  -0.283
H  -4.117  -27.636  -14.515  0.328
H  -5.795  -27.238  -13.838  0.320
H  -5.298  -26.655  -16.204  0.323
C  -2.028  -21.432  -7.951  -0.415
C  -1.118  -22.258  -6.967  0.170
O  -0.042  -22.728  -7.736  -0.292
C  -0.452  -22.626  -9.051  0.612
O  0.179  -23.002  -10.024  -0.517
O  -1.709  -22.088  -9.127  -0.202
F  -1.700  -23.347  -6.518  -0.299
H  -1.682  -20.403  -7.852  0.284
H  -3.103  -21.497  -7.780  0.333
H  -0.818  -21.674  -6.097  0.359
C  3.003  -21.770  -8.634  -0.242
C  2.428  -20.668  -7.752  0.645
O  3.589  -19.975  -7.716  -0.388
C  4.684  -20.639  -7.814  0.629
O  5.829  -20.297  -7.556  -0.579
O  4.359  -21.834  -8.322  -0.379
F  2.142  -21.158  -6.541  -0.358
H  2.745  -21.475  -9.651  0.134
H  2.668  -22.771  -8.361  0.322
H  1.624  -19.997  -8.057  0.225
C  -5.872  -21.796  -14.785  -0.099
C  -6.030  -21.032  -13.537  0.304
O  -6.461  -19.799  -13.895  -0.267
C  -6.966  -19.883  -15.105  0.623
O  -7.577  -18.993  -15.627  -0.572
O  -6.705  -20.994  -15.637  -0.353
F  -4.804  -20.810  -13.129  -0.242
H  -6.192  -22.838  -14.785  0.047
H  -4.877  -21.642  -15.202  0.262
H  -6.599  -21.443  -12.703  0.254
C  4.271  -16.558  -11.538  -0.196
C  3.908  -17.838  -10.772  0.366
O  4.664  -17.790  -9.608  -0.194
C  5.564  -16.850  -9.715  0.454
O  6.303  -16.570  -8.804  -0.541
O  5.503  -16.166  -10.944  -0.345
F  4.292  -18.889  -11.497  -0.306
H  3.505  -15.791  -11.418  0.270
H  4.463  -16.899  -12.555  0.229
H  2.905  -17.931  -10.355  0.266
C  -3.635  -16.235  -11.716  -0.378
C  -4.512  -16.808  -12.787  0.351
O  -3.656  -17.321  -13.658  -0.304
C  -2.431  -16.732  -13.549  0.757
O  -1.560  -16.812  -14.385  -0.563
O  -2.450  -15.999  -12.406  -0.317
F  -5.169  -15.746  -13.352  -0.336
H  -3.447  -16.933  -10.900  0.217
H  -4.115  -15.333  -11.337  0.345
H  -5.257  -17.525  -12.441  0.292
C  -1.968  -20.353  -12.257  -0.373
C  -0.800  -21.124  -12.829  0.373
O  0.267  -20.698  -12.043  -0.206
C  -0.031  -19.642  -11.342  0.711
O  0.690  -19.294  -10.402  -0.613
O  -1.253  -19.256  -11.692  -0.405
F  -0.562  -20.617  -14.005  -0.298
H  -2.449  -20.893  -11.441  0.072
H  -2.798  -20.032  -12.887  0.279
H  -0.861  -22.212  -12.800  0.434

Forces on atoms 1 to 3 (eV/Å):
C 0.6 -0.9 -0.5
C 1.6 -1.3 1.8
O -2.0 -1.1 -3.8

## Properties
SMILES string: O=C1OC[C@@H](F)O1.O=C1OC[C@@H](F)O1.O=C1OC[C@@H](F)O1.O=C1OC[C@@H](F)O1.O=C1OC[C@@H](F)O1.O=C1OC[C@@H](F)O1.O=C1OC[C@@H](F)O1.O=C1OC[C@@H](F)O1
energy relative to the best compared isomer or geometry (same formula, charge and spin): 102.4 kcal per mole
electronic energy: -3533.618522 a.u.
lowest unoccupied orbital energy: -0.47 eV
HOMO energy: -10.6 eV

***

What Kohn-Sham gap values result from the calculations? In sequence: 8.56, 10.13 eV.